(1)
8
Properties=species:S:1:pos:R:3 method="wB97M-V/def2-TZVPD" homo_ev="-8.8039 / -8.6938" relative_energy_kcal_mol=62.5
O -1.346 0.364 0.322
P 1.602 0.235 0.985
P -0.137 -0.513 -0.242
S -0.432 -2.321 0.403
H -2.187 0.206 -0.028
H 1.001 1.542 1.002
H 2.387 0.624 -0.165
H -0.887 -0.137 -2.278


(2)
99
Properties=species:S:1:pos:R:3 method="wB97M-V/def2-TZVPD" homo_ev="-12.0158 / -12.0291" total_charge=+2
Pd -0.950 -1.432 -1.581
C 6.425 0.571 8.242
O 5.702 0.635 7.026
C 4.818 -0.294 6.706
C 4.086 -0.064 5.516
C 3.163 -0.959 5.070
C 2.948 -2.165 5.788
C 3.652 -2.381 6.994
C 4.562 -1.465 7.448
N 2.028 -3.074 5.441
N 1.247 -3.147 4.508
C 1.231 -2.921 3.202
C 2.387 -2.941 2.386
C 2.324 -2.710 1.041
C 1.098 -2.389 0.394
O 1.041 -2.047 -0.817
C -0.112 -2.464 1.203
N -1.284 -2.224 0.584
C -2.405 -2.255 1.272
C -2.442 -2.553 2.637
C -1.262 -2.808 3.293
C -0.052 -2.755 2.583
H 7.160 1.372 8.190
H 6.938 -0.386 8.362
H 5.757 0.747 9.088
H 4.249 0.857 4.980
H 2.585 -0.734 4.185
H 3.452 -3.285 7.547
H 5.074 -1.644 8.379
H 3.340 -3.149 2.849
H 3.220 -2.726 0.438
H -3.312 -2.021 0.728
H -3.391 -2.571 3.146
H -1.241 -3.048 4.345
C -2.977 -2.622 -5.396
C -3.744 -1.798 -4.376
S -3.302 -1.900 -2.597
C -3.618 -3.642 -2.134
C -2.577 -4.678 -2.528
S -0.829 -4.153 -2.292
C -0.256 -3.911 -4.022
C -0.291 -2.447 -4.427
S -1.323 -1.999 -5.854
H -3.521 -2.588 -6.342
H -2.893 -3.663 -5.099
H -4.798 -2.073 -4.414
H -3.659 -0.733 -4.598
H -4.597 -3.903 -2.539
H -3.681 -3.591 -1.045
H -2.686 -5.017 -3.555
H -2.699 -5.548 -1.883
H -0.851 -4.549 -4.674
H 0.767 -4.284 -4.026
H 0.703 -2.088 -4.698
H -0.642 -1.849 -3.549
C -2.150 2.917 -7.172
C -1.710 1.776 -6.266
C -2.024 2.103 -4.799
N -1.294 1.221 -3.917
C -0.114 1.461 -3.355
S 0.782 0.219 -2.667
N 0.419 2.724 -3.382
C 1.069 3.364 -2.314
O 1.939 4.160 -2.520
C 0.445 3.165 -0.959
C -1.089 3.294 -0.947
C -1.697 4.138 0.185
C -0.823 5.232 0.697
C 0.499 5.130 0.685
C 1.175 3.900 0.190
H -1.934 2.685 -8.211
H -1.629 3.836 -6.916
H -3.219 3.086 -7.073
H -0.637 1.603 -6.366
H -2.211 0.850 -6.557
H -3.090 1.976 -4.597
H -1.760 3.140 -4.577
H -1.593 0.249 -3.903
H 0.550 3.172 -4.285
H -1.582 3.364 -1.912
H -2.685 4.520 -0.073
H -1.307 6.127 1.056
H 1.120 5.942 1.030
H 2.212 4.103 -0.080
O 0.884 3.466 4.578
C 1.038 2.550 3.627
O 1.733 1.581 3.791
C 0.281 2.745 2.351
C 1.056 2.614 1.082
C 0.335 1.894 -0.068
C -1.192 2.010 -0.072
S -2.139 0.614 -0.625
C -1.816 2.855 1.076
C -1.046 2.860 2.345
H 0.332 4.220 4.326
H 2.034 2.182 1.294
H 0.745 0.926 -0.349
H -2.856 2.585 1.260
H -1.615 2.911 3.264


What did the second record say?
99
Properties=species:S:1:pos:R:3 method="wB97M-V/def2-TZVPD" homo_ev="-12.0158 / -12.0291" total_charge=+2
Pd -0.950 -1.432 -1.581
C 6.425 0.571 8.242
O 5.702 0.635 7.026
C 4.818 -0.294 6.706
C 4.086 -0.064 5.516
C 3.163 -0.959 5.070
C 2.948 -2.165 5.788
C 3.652 -2.381 6.994
C 4.562 -1.465 7.448
N 2.028 -3.074 5.441
N 1.247 -3.147 4.508
C 1.231 -2.921 3.202
C 2.387 -2.941 2.386
C 2.324 -2.710 1.041
C 1.098 -2.389 0.394
O 1.041 -2.047 -0.817
C -0.112 -2.464 1.203
N -1.284 -2.224 0.584
C -2.405 -2.255 1.272
C -2.442 -2.553 2.637
C -1.262 -2.808 3.293
C -0.052 -2.755 2.583
H 7.160 1.372 8.190
H 6.938 -0.386 8.362
H 5.757 0.747 9.088
H 4.249 0.857 4.980
H 2.585 -0.734 4.185
H 3.452 -3.285 7.547
H 5.074 -1.644 8.379
H 3.340 -3.149 2.849
H 3.220 -2.726 0.438
H -3.312 -2.021 0.728
H -3.391 -2.571 3.146
H -1.241 -3.048 4.345
C -2.977 -2.622 -5.396
C -3.744 -1.798 -4.376
S -3.302 -1.900 -2.597
C -3.618 -3.642 -2.134
C -2.577 -4.678 -2.528
S -0.829 -4.153 -2.292
C -0.256 -3.911 -4.022
C -0.291 -2.447 -4.427
S -1.323 -1.999 -5.854
H -3.521 -2.588 -6.342
H -2.893 -3.663 -5.099
H -4.798 -2.073 -4.414
H -3.659 -0.733 -4.598
H -4.597 -3.903 -2.539
H -3.681 -3.591 -1.045
H -2.686 -5.017 -3.555
H -2.699 -5.548 -1.883
H -0.851 -4.549 -4.674
H 0.767 -4.284 -4.026
H 0.703 -2.088 -4.698
H -0.642 -1.849 -3.549
C -2.150 2.917 -7.172
C -1.710 1.776 -6.266
C -2.024 2.103 -4.799
N -1.294 1.221 -3.917
C -0.114 1.461 -3.355
S 0.782 0.219 -2.667
N 0.419 2.724 -3.382
C 1.069 3.364 -2.314
O 1.939 4.160 -2.520
C 0.445 3.165 -0.959
C -1.089 3.294 -0.947
C -1.697 4.138 0.185
C -0.823 5.232 0.697
C 0.499 5.130 0.685
C 1.175 3.900 0.190
H -1.934 2.685 -8.211
H -1.629 3.836 -6.916
H -3.219 3.086 -7.073
H -0.637 1.603 -6.366
H -2.211 0.850 -6.557
H -3.090 1.976 -4.597
H -1.760 3.140 -4.577
H -1.593 0.249 -3.903
H 0.550 3.172 -4.285
H -1.582 3.364 -1.912
H -2.685 4.520 -0.073
H -1.307 6.127 1.056
H 1.120 5.942 1.030
H 2.212 4.103 -0.080
O 0.884 3.466 4.578
C 1.038 2.550 3.627
O 1.733 1.581 3.791
C 0.281 2.745 2.351
C 1.056 2.614 1.082
C 0.335 1.894 -0.068
C -1.192 2.010 -0.072
S -2.139 0.614 -0.625
C -1.816 2.855 1.076
C -1.046 2.860 2.345
H 0.332 4.220 4.326
H 2.034 2.182 1.294
H 0.745 0.926 -0.349
H -2.856 2.585 1.260
H -1.615 2.911 3.264